{
  "formula": "C31H32CrP2S5",
  "method": "the ωB97M-V functional and the def2-TZVPD basis",
  "species": ["H", "H", "C", "C", "C", "H", "C", "C", "C", "H", "C", "C", "C", "H", "C", "C", "C", "C", "C", "C", "P", "H", "H", "H", "H", "C", "C", "C", "H", "S", "H", "S", "C", "S", "C", "H", "H", "C", "H", "C", "S", "H", "C", "H", "C", "H", "Cr", "H", "C", "H", "H", "H", "H", "P", "S", "C", "H", "H", "C", "H", "H", "H", "H", "C", "H", "H", "H", "C", "C", "H", "C"],
  "xyz": [[6.6304, -0.6027, 4.5359], [0.5109, -2.7158, 3.1967], [1.5621, -4.9420, 0.2238], [1.8796, -3.5872, 0.2342], [5.7392, -0.6863, 3.9263], [2.9967, 2.5486, 6.4086], [0.8776, -5.5050, 1.2938], [3.4454, -0.8868, 2.3575], [4.1591, 2.9373, 4.6444], [-4.2171, 2.7008, 5.1654], [3.3454, -0.8434, 3.7469], [-1.7346, -3.0858, -1.7209], [-2.9703, 1.1297, 4.3991], [-0.0316, -5.1373, 3.2049], [0.5954, -0.2506, 2.0987], [-2.4592, 3.4699, 4.1954], [1.9027, 2.1447, 3.2227], [-1.8754, -3.2336, -0.2020], [3.0124, 2.5464, 5.3258], [4.7004, -0.8248, 1.7618], [1.9330, -0.9817, 1.3430], [3.0593, 2.5293, 1.4627], [1.0029, 1.8238, 5.1508], [5.0388, 3.2432, 5.1971], [-1.7015, -1.3345, -4.2134], [4.1792, 2.9342, 3.2572], [-1.3954, -0.8072, -3.3084], [-2.6147, -0.1414, -2.6845], [-3.1023, 0.4907, -3.4280], [2.3101, -0.4234, -0.5432], [-2.7584, -3.8318, 0.0340], [-0.4601, -1.9099, -2.2285], [1.8905, 2.1436, 4.6167], [-1.9806, -1.7422, 0.7983], [0.8193, -3.3514, 2.3739], [-3.3424, -0.8884, -2.3743], [0.6362, -6.5609, 1.2912], [-1.2957, 3.1549, 3.5131], [1.8572, -5.5571, -0.6176], [0.5056, -4.7054, 2.3693], [0.2628, 2.3840, 0.5042], [-3.3314, 1.0711, 0.7767], [-3.3055, 2.4545, 4.6353], [6.8179, -0.6757, 2.0705], [3.0503, 2.5446, 2.5471], [2.4064, -3.1368, -0.5987], [-0.3741, -0.0039, 0.1923], [4.4018, -0.6898, 5.6057], [4.4882, -0.7408, 4.5274], [-3.9682, -1.6399, -0.5281], [-1.4642, -4.0650, -2.1192], [-0.6534, 3.9491, 3.1489], [-3.6188, 0.3363, 4.7512], [0.5304, 1.4271, 2.2776], [-2.2003, 0.8919, -1.2611], [1.5161, -2.7801, 1.3094], [5.0752, 3.2294, 2.7259], [-2.6870, -2.8192, -2.1793], [-1.7922, 0.8147, 3.7248], [-0.6645, -0.0558, -3.6153], [-4.2603, -1.1381, 1.1263], [-1.0172, -3.7662, 0.2105], [-4.4705, 0.7569, -0.5232], [-3.5729, -1.0326, 0.2865], [4.7705, -0.8301, 0.6806], [-1.4965, -0.2151, 3.5501], [2.3646, -0.8598, 4.2082], [-3.5123, 0.4476, -0.1017], [5.8450, -0.7286, 2.5429], [-2.7125, 4.5059, 4.3820], [-0.9539, 1.8250, 3.2702]],
  "max_force_ev_per_a": 0.66,
  "homo_lumo_gap_ha": [0.250, 0.260],
  "e_tot_ha": -4918.66562,
  "molar_mass_g_mol": 678.88,
  "e_homo_ev": [-6.756, -7.059],
  "spin_multiplicity": 5
}